(1)
DFT (ωB97M-V/def2-TZVPD) results for a 5-piece molecular cluster, CH12O4S overall.

Output
SMILES: CS.O.O.O.O
Electronic energy in Ha: -744.39534
Energy above the lowest of the compared OMol25 structures with the same formula, charge and spin in kJ/mol: 124.15
HOMO energy in eV: -9.2
LUMO level in eV: 0.4

The geometry in ORCA input format:
```
! RIJCOSX wB97M-V def2-TZVPD def2/J DEFGRID3
* xyz 0 1
C 0.3252 -1.9508 -3.8468
S -0.3494 -2.5764 -2.1709
H -0.4533 -2.0381 -4.4726
H 0.6865 -0.9360 -3.8166
H 1.2050 -2.5898 -4.0163
H -0.1151 -1.4873 -1.3801
H 0.1755 -0.0971 2.3231
H -1.3994 0.1588 2.3919
O -0.5925 0.4406 1.8882
H -3.3317 0.5206 1.0610
H -2.9257 1.8197 1.6354
O -3.4008 1.0108 1.8315
H 0.4968 2.5408 1.1206
H 1.5413 3.6657 0.8816
O 1.5029 2.6583 0.9647
H 2.3578 0.2998 1.6639
H 2.0998 -1.1212 1.6677
O 2.1771 -0.3182 2.2735
*
```

=====

(2)
DFT (ωB97M-V/def2-TZVPD) results for a 6-piece molecular cluster, CH13NO6 overall.

Output
SMILES: NC=O.O.O.O.O.O
Electronic energy in Ha: -552.09191
Energy above the lowest of the compared OMol25 structures with the same formula, charge and spin in kJ/mol: 121.16
HOMO energy in eV: -10.0
LUMO level in eV: 0.3

The geometry in ORCA input format:
```
! RIJCOSX wB97M-V def2-TZVPD def2/J DEFGRID3
* xyz 0 1
C 1.6491 0.8208 -1.7315
N 1.4472 0.4148 -0.4487
O 0.9400 0.4658 -2.6497
H 2.6088 1.3488 -1.8396
H 1.5675 0.9711 0.3799
H 0.6539 -0.1987 -0.2920
H 2.0474 -1.1239 2.8340
H 3.3727 -0.4790 2.4865
O 2.4231 -0.3599 2.3780
H -3.2981 1.6035 0.6097
H -1.9987 1.1833 -0.1298
O -2.4465 1.1618 0.7241
H -0.6484 -0.9748 -2.3864
H -1.4730 -2.1700 -1.8561
O -1.1971 -1.2729 -1.6430
H -1.4705 -2.5378 0.8101
H -2.6700 -2.4938 -0.1633
O -2.1856 -3.0679 0.4342
H 0.7839 1.6487 2.2435
H -0.4056 2.6839 2.3688
O 0.0748 2.1064 1.7721
*
```

=====

(3)
DFT (ωB97M-V/def2-TZVPD) results for a 2-piece molecular cluster, CH13NSi4 overall.

Output
Electronic energy in Ha: -1258.53941
Energy above the lowest of the compared OMol25 structures with the same formula, charge and spin in kJ/mol: 186.60
HOMO energy in eV: -9.3
LUMO level in eV: 0.4

The geometry in ORCA input format:
```
! RIJCOSX wB97M-V def2-TZVPD def2/J DEFGRID3
* xyz 0 1
C 0.4004 -1.9083 -1.2766
N -0.9510 0.4443 0.1848
Si -1.4587 -0.2174 1.7585
Si -2.0452 1.4067 -0.8427
Si 2.6348 0.5171 0.3730
Si 0.5505 -0.0996 -0.6232
H 1.3680 -2.1655 -1.7246
H 0.0760 -2.6918 -0.5368
H -0.4521 -1.8862 -2.0721
H -0.3711 -0.0795 2.9307
H -2.8361 0.4884 2.2362
H -1.6663 -1.6613 1.7166
H -3.4684 1.4891 -0.3533
H -1.9033 0.6154 -2.1451
H -1.3002 2.6412 -0.7721
H 3.1218 1.7410 -0.3179
H 3.8260 -0.3108 0.1261
H 2.2427 0.1622 1.8182
H 0.5930 0.7862 -2.3881
*
```

=====

(4)
DFT (ωB97M-V/def2-TZVPD) results for CH13NSi4 as an isolated structure.

Output
Electronic energy in Ha: -1258.52265
Energy above the lowest of the compared OMol25 structures with the same formula, charge and spin in kJ/mol: 230.62
HOMO energy in eV: -8.2
LUMO level in eV: 0.0

The geometry in ORCA input format:
```
! RIJCOSX wB97M-V def2-TZVPD def2/J DEFGRID3
* xyz 0 1
C 0.0596 -2.3042 -0.6880
N 1.4013 0.1301 -0.0855
Si 1.8030 1.8396 -0.3839
Si 2.3219 -0.5992 1.2605
Si -3.0854 0.9432 -0.5307
Si 0.5705 -0.6735 -1.4505
H -0.0762 -3.0993 -1.4372
H 0.9140 -2.8047 -0.1771
H -0.6972 -2.1563 0.1356
H 0.8451 2.7063 0.5087
H 3.2238 1.8908 -0.1964
H 1.4624 2.3737 -1.7675
H 2.0659 -2.0437 1.4465
H 1.8349 0.0806 2.5123
H 3.7683 -0.6497 0.9354
H -3.9290 1.7886 -1.4409
H -1.9988 1.6167 -0.0174
H -4.3590 0.4047 0.0865
H -2.3150 -0.0560 -1.2758
*
```

=====

Record-wise gap between HOMO and LUMO values, in eV: 9.6 10.3 9.7 8.2